--- 1 ---
This record from the OMol25 dataset describes C44H33IrN3O2PS2 as an isolated structure. The level of theory is ωB97M-V with the def2-TZVPD basis set.

Results
Charge: +3
Multiplicity: 2
Gap between HOMO and LUMO (spin up / spin down): 6.58 / 3.77 eV
LUMO energy (spin up / spin down): -0.294 / -0.397 Ha

Positions of all 86 atoms, in Å:
Ir1 0.62 -0.22 -0.91
C1 1.03 -3.71 3.86
C2 0.54 -2.54 4.42
C3 0.46 -1.38 3.67
C4 0.88 -1.39 2.34
C5 1.39 -2.57 1.78
C6 1.47 -3.72 2.54
P1 0.90 0.08 1.33
C7 -0.20 1.32 2.05
C8 0.18 2.66 2.15
C9 -0.72 3.61 2.60
C10 -2.01 3.23 2.96
C11 -2.40 1.90 2.86
C12 -1.50 0.95 2.41
C13 2.55 0.83 1.40
C14 3.28 1.06 2.57
C15 4.50 1.73 2.50
C16 4.99 2.16 1.28
C17 4.29 1.91 0.09
C18 4.81 2.27 -1.17
C19 4.12 1.92 -2.34
C20 2.93 1.22 -2.28
C21 2.31 0.90 -1.05
C22 3.04 1.24 0.15
H1 1.09 -4.61 4.45
H2 0.21 -2.54 5.46
H3 0.08 -0.48 4.12
H4 1.75 -2.57 0.76
H5 1.86 -4.63 2.11
H6 1.18 2.97 1.88
H7 -0.42 4.64 2.69
H8 -2.71 3.97 3.32
H9 -3.40 1.60 3.15
H10 -1.81 -0.09 2.34
H11 2.90 0.72 3.52
H12 5.06 1.91 3.41
H13 5.94 2.68 1.24
H14 5.75 2.79 -1.24
H15 4.54 2.19 -3.30
H16 2.43 0.95 -3.20
S1 -1.22 -5.74 -0.32
C23 -2.13 -7.17 -0.17
C24 -3.47 -6.92 -0.17
C25 -3.76 -5.54 -0.31
C26 -2.64 -4.76 -0.41
C27 -2.56 -3.31 -0.56
C28 -1.31 -2.68 -0.63
N1 -1.17 -1.37 -0.76
C29 -2.27 -0.59 -0.82
C30 -3.56 -1.11 -0.76
C31 -4.66 -0.19 -0.84
C32 -4.45 1.14 -0.97
C33 -3.11 1.69 -1.03
C34 -2.82 3.05 -1.14
C35 -1.51 3.49 -1.19
C36 -0.50 2.52 -1.11
N2 -0.76 1.22 -0.98
C37 -2.05 0.80 -0.94
C38 -1.14 4.90 -1.26
C39 0.11 5.44 -1.45
C40 0.11 6.86 -1.45
C41 -1.14 7.37 -1.26
S2 -2.31 6.15 -1.08
C42 -3.69 -2.50 -0.63
H17 -1.64 -8.12 -0.07
H18 -4.22 -7.68 -0.08
H19 -4.77 -5.15 -0.34
H20 -0.39 -3.25 -0.58
H21 -5.67 -0.57 -0.80
H22 -5.28 1.83 -1.03
H23 -3.64 3.76 -1.20
H24 0.54 2.80 -1.12
H25 1.00 4.86 -1.61
H26 0.99 7.47 -1.60
H27 -1.43 8.41 -1.21
H28 -4.68 -2.94 -0.58
N3 2.67 -3.56 -3.73
C43 1.55 -2.62 -4.04
C44 1.31 -1.69 -2.86
O1 0.51 -0.73 -2.99
O2 1.92 -1.91 -1.78
H29 2.78 -4.28 -4.45
H30 2.50 -4.02 -2.82
H31 3.56 -3.07 -3.62
H32 0.65 -3.21 -4.23
H33 1.79 -2.06 -4.94


--- 2 ---
This record from the OMol25 dataset describes C44H33IrN3O2PS2 as an isolated structure. The level of theory is ωB97M-V with the def2-TZVPD basis set.

Results
Charge: +3
Multiplicity: 2
Gap between HOMO and LUMO (spin up / spin down): 5.73 / 3.30 eV
LUMO energy (spin up / spin down): -0.323 / -0.412 Ha

Positions of all 86 atoms, in Å:
Ir1 -0.44 -0.67 -0.40
C1 6.03 0.49 -0.87
C2 5.71 1.00 0.38
C3 4.47 0.76 0.95
C4 3.53 0.00 0.25
C5 3.84 -0.50 -1.02
C6 5.09 -0.26 -1.58
P1 1.86 -0.43 0.82
C7 1.38 0.29 2.41
C8 0.36 -0.41 3.06
C9 -0.10 0.01 4.29
C10 0.45 1.14 4.88
C11 1.40 1.89 4.21
C12 1.86 1.48 2.96
C13 2.08 -2.19 1.16
C14 2.88 -2.70 2.16
C15 3.10 -4.08 2.25
C16 2.54 -4.92 1.31
C17 1.73 -4.42 0.27
C18 1.20 -5.25 -0.74
C19 0.48 -4.70 -1.78
C20 0.20 -3.33 -1.80
C21 0.61 -2.50 -0.78
C22 1.47 -3.03 0.22
H1 7.00 0.67 -1.30
H2 6.44 1.58 0.93
H3 4.26 1.13 1.94
H4 3.10 -1.06 -1.57
H5 5.33 -0.65 -2.56
H6 -0.06 -1.30 2.59
H7 -0.87 -0.56 4.80
H8 0.12 1.44 5.87
H9 1.79 2.79 4.66
H10 2.57 2.09 2.42
H11 3.35 -2.03 2.88
H12 3.71 -4.48 3.04
H13 2.72 -5.99 1.36
H14 1.40 -6.32 -0.71
H15 0.13 -5.33 -2.58
H16 -0.33 -2.92 -2.65
S1 3.54 5.29 -1.23
C23 5.12 4.95 -1.70
C24 5.31 3.62 -2.09
C25 4.15 2.87 -1.98
C26 3.06 3.62 -1.52
C27 1.71 3.22 -1.30
C28 1.36 1.84 -1.24
N1 0.16 1.43 -0.92
C29 -0.84 2.34 -0.74
C30 -0.62 3.73 -0.92
C31 -1.72 4.64 -0.88
C32 -2.98 4.18 -0.72
C33 -3.22 2.79 -0.47
C34 -4.50 2.28 -0.30
C35 -4.68 0.94 0.05
C36 -3.50 0.17 0.24
N2 -2.29 0.60 -0.02
C37 -2.13 1.89 -0.40
C38 -6.00 0.37 0.22
C39 -7.21 1.02 0.24
C40 -8.31 0.15 0.39
C41 -7.94 -1.16 0.48
S2 -6.24 -1.34 0.40
C42 0.68 4.15 -1.14
H17 5.87 5.73 -1.68
H18 6.26 3.24 -2.44
H19 4.10 1.82 -2.24
H20 2.10 1.08 -1.45
H21 -1.53 5.69 -1.04
H22 -3.83 4.85 -0.74
H23 -5.35 2.93 -0.44
H24 -3.58 -0.83 0.65
H25 -7.32 2.09 0.17
H26 -9.34 0.48 0.43
H27 -8.57 -2.02 0.59
H28 0.89 5.21 -1.22
N3 -4.20 -3.90 -1.33
C43 -3.63 -2.92 -2.31
C44 -2.52 -2.14 -1.56
O1 -1.90 -1.25 -2.16
O2 -2.31 -2.50 -0.37
H29 -5.14 -3.65 -1.04
H30 -3.54 -3.74 -0.51
H31 -4.18 -4.86 -1.66
H32 -4.39 -2.24 -2.68
H33 -3.19 -3.43 -3.16


Verdict on stability: 1 comes out on top.


--- 1 ---
This record from the OMol25 dataset describes an isolated ion of composition CH2BrN2O3 and charge +1. The level of theory is ωB97M-V with the def2-TZVPD basis set.

Results
Charge: +1
Multiplicity: 1
Gap between HOMO and LUMO: 8.79 eV
LUMO energy: -0.257 Ha
Structure (SMILES): [O-][N+]#C[N@@H+](O)OBr

Positions of all 9 atoms, in Å:
C1 -0.52 0.78 0.33
N1 -0.25 1.08 1.44
N2 -0.13 -0.13 -0.61
O1 -0.19 1.70 2.39
O2 0.34 -1.27 -0.02
O3 0.89 0.30 -1.54
Br1 -1.02 -2.55 0.48
H1 -0.83 -0.20 -1.44
H2 1.71 0.29 -1.04


--- 2 ---
This record from the OMol25 dataset describes a 2-piece molecular cluster, CH2BrN2O3 overall. The level of theory is ωB97M-V with the def2-TZVPD basis set.

Results
Charge: +1
Multiplicity: 1
Gap between HOMO and LUMO: 7.58 eV
LUMO energy: -0.237 Ha

Positions of all 9 atoms, in Å:
C1 -0.16 -0.02 0.17
N1 0.27 2.25 -1.20
N2 -0.79 -1.09 0.47
O1 -0.76 2.34 -1.57
O2 1.28 2.17 -0.76
O3 -0.41 -2.21 1.12
Br1 1.75 -0.06 0.57
H1 -1.73 -1.34 0.18
H2 0.55 -2.03 1.02


Verdict on stability: 2 comes out on top.


--- 1 ---
This record from the OMol25 dataset describes one molecule with the formula C6H14O3. The level of theory is ωB97M-V with the def2-TZVPD basis set.

Results
Charge: 0
Multiplicity: 1
Gap between HOMO and LUMO: 10.57 eV
LUMO energy: 0.029 Ha
Structure (SMILES): CC[C@@](C)(O)[C@H](O)CO

Positions of all 23 atoms, in Å:
C1 0.23 -0.03 0.01
C2 -1.24 0.33 0.37
C3 -1.97 1.14 -0.72
C4 0.90 -0.63 1.26
C5 1.00 1.19 -0.51
C6 2.25 -1.28 0.97
O1 0.17 -1.05 -0.98
O2 -1.95 -0.87 0.60
O3 -1.98 0.47 -1.96
H1 -0.21 -0.65 -1.78
H2 -1.49 -1.55 0.08
H3 -2.52 -0.33 -1.84
H4 -1.27 0.91 1.30
H5 -2.99 1.33 -0.37
H6 -1.48 2.10 -0.89
H7 0.22 -1.38 1.67
H8 1.01 0.17 2.00
H9 2.04 0.91 -0.66
H10 0.60 1.52 -1.46
H11 0.95 2.00 0.21
H12 3.00 -0.54 0.72
H13 2.15 -1.98 0.15
H14 2.59 -1.81 1.86


--- 2 ---
This record from the OMol25 dataset describes a 3-piece molecular cluster, C6H14O3 overall. The level of theory is ωB97M-V with the def2-TZVPD basis set.

Results
Charge: 0
Multiplicity: 1
Gap between HOMO and LUMO: 9.76 eV
LUMO energy: 0.030 Ha
Structure (SMILES): CC(C)O.C=C=O.CO

Positions of all 23 atoms, in Å:
C1 1.58 -0.47 -0.44
C2 2.86 -0.89 -1.16
C3 1.68 0.93 0.14
O1 1.24 -1.43 0.57
H1 1.93 -1.42 1.24
H2 0.74 -0.51 -1.13
H3 3.08 -0.22 -1.99
H4 3.72 -0.86 -0.47
H5 2.49 0.99 0.88
H6 1.89 1.66 -0.64
H7 2.77 -1.91 -1.54
H8 0.74 1.20 0.62
C4 -2.59 1.42 -0.86
C5 -1.92 -1.20 1.34
C6 -2.15 0.12 1.62
O2 -1.63 0.57 -0.27
O3 -2.68 1.03 2.12
H9 -3.58 0.94 -0.93
H10 -2.69 2.31 -0.25
H11 -2.26 1.71 -1.87
H12 -0.88 -1.45 1.14
H13 -1.91 -0.57 -0.09
H14 -2.42 -1.93 1.97


Verdict on stability: 1 comes out on top.


--- 1 ---
This record from the OMol25 dataset describes C8H6O4 as an isolated structure. The level of theory is ωB97M-V with the def2-TZVPD basis set.

Results
Charge: 0
Multiplicity: 1
Gap between HOMO and LUMO: 9.05 eV
LUMO energy: -0.004 Ha

Positions of all 18 atoms, in Å:
C1 -0.60 0.95 -1.41
C2 -1.82 0.93 -0.95
C3 -3.04 1.28 -0.25
C4 -3.08 -1.10 0.20
C5 0.68 -0.12 0.27
C6 -0.56 -0.44 1.10
C7 0.17 -0.42 -1.15
C8 -1.63 -0.86 0.01
O1 -3.31 2.41 0.02
O2 -3.64 -2.13 0.39
O3 -3.74 0.14 0.26
O4 -0.86 -1.40 -1.02
H1 -0.02 1.71 -1.88
H2 1.08 0.83 0.48
H3 1.41 -0.71 0.67
H4 -0.53 -1.15 1.87
H5 -1.06 0.30 1.72
H6 0.74 -0.55 -2.01


--- 2 ---
This record from the OMol25 dataset describes one molecule with the formula C8H6O4. The level of theory is ωB97M-V with the def2-TZVPD basis set.

Results
Charge: 0
Multiplicity: 1
Gap between HOMO and LUMO: 9.17 eV
LUMO energy: -0.012 Ha
Structure (SMILES): O=Cc1ccc(O)c(C(=O)O)c1

Positions of all 18 atoms, in Å:
C1 1.73 -1.26 -0.02
C2 0.62 -0.17 -0.09
C3 -0.70 -0.59 -0.09
C4 -1.80 0.31 -0.13
C5 -3.18 -0.29 -0.03
C6 -1.44 1.75 -0.03
C7 -0.13 2.11 -0.08
C8 0.90 1.20 -0.03
H1 3.04 0.00 -0.52
H2 -0.83 -1.70 -0.19
H3 -4.01 0.48 -0.14
H4 -2.15 2.56 -0.04
H5 0.01 3.20 -0.12
H6 2.28 2.62 0.62
O1 3.01 -0.94 -0.21
O2 1.36 -2.37 0.18
O3 -3.37 -1.48 0.17
O4 2.20 1.60 0.28


Verdict on stability: 2 comes out on top.